Entry 1:
DFT (ωB97M-V/def2-TZVPD) results for a 22-piece molecular cluster, C2H46O23 overall in a non-equilibrium geometry.

Calculated values
**Total energy**: -49914.8404 eV
**Total charge**: -2
**LUMO**: 4.4 eV
**Frontier orbital gap**: 7.9 eV
**2S+1**: 1

Atoms and positions in Å:
O: 1.101 0.975 -0.980
C: 0.600 -0.027 -0.146
C: -0.826 0.367 0.299
O: -1.520 -0.600 1.052
H: 1.264 -0.116 0.645
H: 0.823 -0.920 -0.605
H: -1.431 0.588 -0.586
H: -0.796 1.194 0.950
O: -0.470 -0.041 -2.926
H: 0.122 0.203 -2.166
H: -0.172 0.310 -3.779
O: -2.828 -2.115 2.632
H: -2.270 -1.737 1.974
H: -2.426 -1.645 3.311
O: -3.017 1.242 2.388
H: -3.833 0.818 2.524
H: -2.544 0.534 1.966
O: 1.619 2.107 -3.345
H: 1.449 1.837 -2.461
H: 1.015 2.805 -3.569
O: -2.533 1.767 -3.528
H: -2.877 2.559 -3.086
H: -2.056 1.390 -2.804
O: -4.358 -0.583 0.379
H: -3.487 -0.881 0.566
H: -4.308 0.358 0.334
O: -2.113 -1.659 -1.333
H: -1.777 -1.046 -1.954
H: -1.814 -1.222 -0.518
O: 0.207 -3.772 -1.619
H: 0.539 -4.532 -1.127
H: 0.963 -3.204 -1.608
O: -0.772 -3.004 0.702
H: -0.926 -2.061 0.769
H: -0.325 -3.155 -0.119
O: 1.942 -2.098 -3.122
H: 2.222 -2.729 -3.784
H: 1.302 -1.633 -3.581
O: 2.270 -2.956 -0.025
H: 2.096 -2.037 -0.142
H: 2.997 -3.130 -0.623
O: 3.879 -0.948 1.104
H: 3.776 -0.537 0.259
H: 3.441 -0.436 1.732
O: 3.281 -0.414 -1.529
H: 2.463 0.116 -1.326
H: 2.986 -1.229 -1.963
O: -1.553 3.482 1.085
H: -0.616 3.525 1.094
H: -1.778 3.003 1.913
O: 1.408 -2.693 2.625
H: 0.927 -1.877 2.458
H: 1.705 -2.971 1.771
O: -4.057 1.973 -0.158
H: -3.269 2.188 0.301
H: -4.730 2.564 0.126
O: 2.465 0.842 2.835
H: 1.620 0.375 2.956
H: 2.967 0.611 3.605
O: 1.313 2.669 1.023
H: 1.127 1.991 0.390
H: 1.459 2.099 1.764
O: -0.043 -0.359 3.101
H: -0.534 -0.583 3.909
H: -0.695 -0.393 2.397
O: -0.619 2.962 -1.397
H: -0.966 3.166 -0.509
H: 0.007 2.242 -1.233
O: 3.953 2.090 0.475
H: 3.030 2.284 0.715
H: 4.004 2.102 -0.479

Atomic partial charges in e from the Mulliken method, atoms 1 to 8: -0.83 1.25 0.20 0.26 1.07 -0.57 -0.78 0.50

---

Entry 2:
DFT (ωB97M-V/def2-TZVPD) results for one molecule with the formula C6H11N in a non-equilibrium geometry.

Calculated values
**SMILES**: C=CC(=C)CCN
**Total energy**: -7887.2991 eV
**LUMO**: 0.7 eV
**Frontier orbital gap**: 9.5 eV
**2S+1**: 1

Atoms and positions in Å:
C: 2.198 -1.639 0.301
C: 1.670 -0.502 0.629
C: 0.201 -0.379 0.739
C: -0.725 -1.266 0.451
C: -0.248 1.113 0.585
C: -1.334 1.363 -0.369
N: -0.963 0.833 -1.741
H: 3.305 -1.932 0.280
H: 1.568 -2.563 0.124
H: 2.054 0.474 0.676
H: -1.768 -0.936 0.418
H: -0.861 -2.378 0.537
H: -0.365 1.530 1.572
H: 0.655 1.777 0.251
H: -2.411 1.195 -0.152
H: -1.598 2.494 -0.492
H: -1.366 -0.098 -1.917
H: -0.013 0.916 -1.891

Atomic partial charges in e from the Mulliken method, atoms 1 to 8: -0.75 -0.29 0.95 -1.05 -0.70 -0.77 -0.52 0.24

---

Entry 3:
DFT (ωB97M-V/def2-TZVPD) results for a 2-piece molecular cluster, C4H9NO2 overall in a non-equilibrium geometry.

Calculated values
**SMILES**: CC(C)=NO.C=O
**Total energy**: -9875.6872 eV
**LUMO**: 0.7 eV
**Frontier orbital gap**: 10.2 eV
**2S+1**: 1

Atoms and positions in Å:
C: -0.401 -1.318 -0.225
C: -0.565 0.142 0.181
C: -1.355 0.956 -0.856
N: 0.102 0.501 1.180
O: 0.000 1.830 1.407
H: 0.352 -1.791 0.355
H: -1.394 -1.825 -0.117
H: 0.036 -1.357 -1.333
H: -2.390 0.702 -0.516
H: -1.006 1.920 -0.633
H: -1.157 0.760 -1.890
H: 0.682 2.213 1.970
C: 2.948 0.070 -0.381
O: 2.873 -1.136 -0.169
H: 2.177 0.791 -0.200
H: 3.813 0.492 -0.817

Atomic partial charges in e from the Mulliken method, atoms 1 to 8: -1.05 0.86 -1.21 -0.48 -0.40 0.34 0.33 0.24

---

Entry 4:
DFT (ωB97M-V/def2-TZVPD) results for C18H19N9O3S3Ti as an isolated structure.

Calculated values
**Total energy**: -94149.8580 eV
**LUMO (spin up / spin down)**: 0.5 / 0.5 eV
**Frontier orbital gap (spin up / spin down)**: 6.4 / 8.3 eV
**⟨S²⟩**: 2.01
**2S+1**: 3

Atoms and positions in Å:
Ti: -0.232 -1.566 -1.009
C: 4.260 2.058 -0.803
C: 3.878 0.742 -0.244
N: 4.091 0.337 0.970
N: 3.506 -0.899 1.010
C: 2.933 -1.260 -0.137
S: 2.088 -2.684 -0.500
N: 3.200 -0.211 -0.957
N: 2.761 -0.036 -2.264
H: 4.852 2.595 -0.068
H: 3.362 2.630 -1.040
H: 4.825 1.932 -1.726
H: 3.560 -1.464 1.840
H: 2.819 -0.939 -2.725
H: 1.773 0.217 -2.231
N: -0.573 3.240 5.507
C: -0.601 2.709 4.228
C: 0.391 1.819 3.808
C: 0.387 1.327 2.516
C: -0.604 1.724 1.629
C: -1.595 2.610 2.033
C: -1.592 3.102 3.321
S: -0.684 1.045 0.015
O: 0.646 0.425 -0.223
O: -1.064 2.064 -0.916
N: -1.721 -0.152 0.007
C: -1.793 -0.966 1.125
N: -1.044 -2.083 1.008
C: -1.086 -2.970 1.995
C: -1.863 -2.751 3.117
C: -2.584 -1.567 3.150
N: -2.563 -0.672 2.166
H: -0.061 2.713 6.196
H: -1.442 3.608 5.854
H: 1.172 1.524 4.499
H: 1.155 0.642 2.182
H: -2.364 2.907 1.332
H: -2.359 3.798 3.637
H: -0.479 -3.860 1.876
H: -1.906 -3.466 3.924
H: -3.212 -1.324 4.001
O: -0.114 -0.674 -2.883
N: -0.918 -1.059 -3.873
C: -1.000 -0.232 -4.940
C: -1.780 -0.540 -6.015
C: -2.504 -1.740 -5.991
C: -2.421 -2.553 -4.895
C: -1.625 -2.218 -3.780
S: -1.543 -3.189 -2.371
H: -0.405 0.662 -4.844
H: -1.826 0.141 -6.851
H: -3.130 -2.017 -6.829
H: -2.973 -3.480 -4.833

Atomic partial charges in e from the Mulliken method, atoms 1 to 8: 0.17 -1.26 1.13 -0.85 0.31 0.31 -0.43 0.41

---

Entry 5:
DFT (ωB97M-V/def2-TZVPD) results for a 6-piece molecular cluster, C2H14O5 overall in a non-equilibrium geometry.

Calculated values
**SMILES**: C=C.O.O.O.O.O
**Total energy**: -12537.0437 eV
**LUMO**: 0.3 eV
**Frontier orbital gap**: 10.8 eV
**2S+1**: 1

Atoms and positions in Å:
C: -0.339 0.592 0.483
C: -1.022 -0.027 -0.480
H: 0.472 -0.014 0.859
H: -0.127 1.642 0.583
H: -0.992 -1.085 -0.763
H: -1.877 0.455 -0.967
O: 0.257 1.972 -2.593
H: -0.238 1.994 -1.764
H: 0.877 2.700 -2.495
O: -0.517 0.247 3.450
H: 0.429 0.465 3.574
H: -0.720 -0.333 2.712
O: -2.140 -1.990 2.431
H: -2.688 -1.400 1.903
H: -1.917 -2.722 1.850
O: 3.203 -0.288 -0.203
H: 2.931 -0.927 -0.873
H: 2.719 0.528 -0.338
O: 0.943 -0.659 -2.490
H: 0.274 -1.344 -2.446
H: 0.473 0.195 -2.433

Atomic partial charges in e from the Mulliken method, atoms 1 to 8: -0.41 -0.99 0.34 0.29 0.38 0.35 -0.69 0.30

---

Entry 6:
DFT (ωB97M-V/def2-TZVPD) results for one molecule with the formula C5H4N2S in a non-equilibrium geometry.

Calculated values
**SMILES**: C#Cc1[nH]cnc1S
**Total energy**: -19061.8687 eV
**LUMO**: 0.5 eV
**Frontier orbital gap**: 8.6 eV
**2S+1**: 1

Atoms and positions in Å:
C: -2.055 1.658 1.478
C: -1.237 1.240 0.696
C: 0.034 0.799 0.079
N: 0.794 1.360 -0.929
C: 1.525 0.496 -1.598
N: 1.318 -0.730 -1.167
C: 0.402 -0.585 -0.136
S: -0.388 -1.876 0.691
H: -2.883 1.896 2.093
H: 0.839 2.388 -1.193
H: 2.117 0.665 -2.414
H: -0.656 -0.991 2.026

Atomic partial charges in e from the Mulliken method, atoms 1 to 8: 0.23 -0.86 0.04 -0.11 -0.19 -0.62 0.48 -0.28

---

Entry 7:
DFT (ωB97M-V/def2-TZVPD) results for a 2-piece molecular cluster, C4H13N2O overall in a non-equilibrium geometry.

Calculated values
**Total energy**: -9378.9525 eV
**Total charge**: +1
**LUMO**: -3.1 eV
**Frontier orbital gap**: 10.7 eV
**2S+1**: 1

Atoms and positions in Å:
C: 0.428 1.287 -0.270
C: -0.710 0.716 -1.090
C: -1.793 0.144 -0.260
C: -1.975 -1.127 1.764
N: -1.475 -1.053 0.535
N: 0.983 0.098 0.495
H: 0.098 2.255 0.324
H: 1.286 1.717 -0.916
H: -1.195 1.586 -1.483
H: -0.415 0.001 -1.824
H: -2.273 0.985 0.391
H: -2.610 -0.097 -0.933
H: -2.275 -0.275 2.289
H: -1.991 -2.063 2.276
H: 1.210 0.288 1.475
H: 0.239 -0.727 0.436
H: 1.819 -0.222 -0.071
H: 3.426 -0.234 -1.884
H: 4.084 -0.675 -0.603
O: 3.293 -0.247 -0.943

Atomic partial charges in e from the Mulliken method, atoms 1 to 8: -0.49 -0.69 -0.38 -0.29 -0.55 -0.29 0.33 0.25

---

Entry 8:
DFT (ωB97M-V/def2-TZVPD) results for C33H28N9O5S4Sc as an isolated structure.

Calculated values
**Total energy**: -122369.4499 eV
**LUMO**: -1.3 eV
**Frontier orbital gap**: 5.5 eV
**2S+1**: 1

Atoms and positions in Å:
Sc: -1.287 1.692 -0.688
S: -2.498 5.306 1.776
C: -2.139 3.778 1.268
S: -3.324 2.628 0.721
S: -0.489 3.202 1.159
O: -1.642 -0.194 7.333
C: -0.758 -0.474 6.356
O: 0.322 -0.925 6.626
C: -1.194 -0.240 4.945
C: -0.197 0.050 4.018
C: -0.508 0.155 2.680
C: -1.811 -0.058 2.251
C: -2.825 -0.283 3.171
C: -2.511 -0.372 4.520
N: -2.020 -0.085 0.850
C: -2.703 -1.039 0.370
C: -2.825 -1.172 -1.086
C: -3.444 -2.263 -1.670
C: -3.410 -2.380 -3.052
C: -2.760 -1.411 -3.794
C: -2.186 -0.337 -3.128
N: -2.221 -0.219 -1.805
H: -2.396 0.291 6.973
H: 0.818 0.193 4.364
H: 0.249 0.372 1.944
H: -3.850 -0.374 2.837
H: -3.303 -0.593 5.226
H: -3.147 -1.815 0.994
H: -3.921 -3.013 -1.054
H: -3.875 -3.228 -3.539
H: -2.687 -1.475 -4.870
H: -1.670 0.450 -3.664
O: 0.406 0.265 -0.568
C: 1.572 0.454 -1.410
C: 1.429 1.907 -1.942
O: 2.407 2.484 -2.356
O: 0.208 2.337 -1.935
C: 1.479 -0.531 -2.572
C: 1.609 -1.894 -2.317
C: 1.431 -2.819 -3.334
C: 1.146 -2.392 -4.624
C: 1.047 -1.035 -4.891
C: 1.209 -0.107 -3.869
C: 2.837 0.327 -0.586
C: 2.856 0.772 0.732
C: 4.030 0.750 1.470
C: 5.203 0.279 0.897
C: 5.194 -0.151 -0.422
C: 4.021 -0.119 -1.162
H: 0.313 -0.661 -0.264
H: 1.853 -2.243 -1.321
H: 1.527 -3.875 -3.116
H: 1.019 -3.114 -5.421
H: 0.851 -0.691 -5.899
H: 1.140 0.950 -4.095
H: 1.963 1.201 1.166
H: 4.032 1.127 2.486
H: 6.124 0.270 1.467
H: 6.108 -0.498 -0.886
H: 4.028 -0.433 -2.197
S: -0.026 -2.852 0.675
C: 1.427 -2.757 1.514
N: 1.394 -2.554 2.870
C: 2.493 -2.462 3.646
C: 3.712 -2.586 3.061
C: 3.716 -2.789 1.669
N: 2.640 -2.882 0.925
H: 0.475 -2.427 3.276
H: 2.313 -2.285 4.698
H: 4.626 -2.514 3.628
H: 4.662 -2.879 1.145
N: -3.208 6.073 -1.758
N: -3.105 4.809 -2.302
N: -3.916 4.367 -3.242
C: -3.570 3.090 -3.305
N: -2.605 2.793 -2.427
N: -2.312 3.917 -1.815
H: -2.868 6.745 -2.437
H: -2.650 6.077 -0.904
H: -4.024 2.386 -3.980

Atomic partial charges in e from the Mulliken method, atoms 1 to 8: -1.16 -0.29 0.34 -0.51 -0.39 -0.49 0.55 -0.54

---

Entry 9:
DFT (ωB97M-V/def2-TZVPD) results for one molecule with the formula C15H19NO4S.

Calculated values
**SMILES**: O=C(CSc1ccc2c(c1)OCCO2)NC[C@@H]1CCCO1
**Total energy**: -36378.6523 eV
**LUMO**: 0.7 eV
**Frontier orbital gap**: 8.6 eV
**2S+1**: 1

Atoms and positions in Å:
O: 2.217 -1.989 -2.232
C: 2.304 -1.749 -1.047
C: 2.049 -2.837 -0.005
S: 1.386 -2.239 1.575
C: -0.206 -1.580 1.153
C: -0.962 -1.075 2.208
C: -2.192 -0.506 1.962
C: -2.693 -0.447 0.666
C: -1.955 -1.003 -0.382
C: -0.702 -1.554 -0.137
O: -2.422 -1.035 -1.666
C: -3.791 -0.721 -1.775
C: -4.127 0.486 -0.901
O: -3.900 0.176 0.456
N: 2.685 -0.570 -0.531
C: 2.843 0.616 -1.332
C: 2.059 1.798 -0.754
C: 2.513 2.214 0.667
C: 1.276 1.962 1.535
C: 0.156 2.045 0.499
O: 0.687 1.448 -0.663
H: 1.389 -3.600 -0.417
H: 3.001 -3.306 0.255
H: -0.571 -1.123 3.213
H: -2.785 -0.090 2.761
H: -0.164 -1.938 -0.985
H: -3.979 -0.514 -2.830
H: -4.399 -1.579 -1.454
H: -5.179 0.759 -0.985
H: -3.496 1.333 -1.202
H: 2.647 -0.459 0.473
H: 2.470 0.374 -2.330
H: 3.902 0.892 -1.404
H: 2.172 2.646 -1.448
H: 2.778 3.271 0.678
H: 3.379 1.646 0.999
H: 1.297 0.963 1.972
H: 1.160 2.692 2.332
H: -0.104 3.097 0.300
H: -0.742 1.496 0.778

Atomic partial charges in e from the Mulliken method, atoms 1 to 8: -0.66 0.57 -0.65 -0.16 1.06 -0.82 -0.78 0.15

---

Entry 10:
DFT (ωB97M-V/def2-TZVPD) results for a 2-piece molecular cluster, C3H9NO2 overall in a non-equilibrium geometry.

Calculated values
**SMILES**: CC(N)=O.CO
**Total energy**: -8841.3151 eV
**LUMO**: 0.9 eV
**Frontier orbital gap**: 10.7 eV
**2S+1**: 1

Atoms and positions in Å:
C: 0.373 2.955 -0.341
C: 0.078 1.544 -0.147
N: 1.011 0.676 0.365
O: -1.091 1.131 -0.424
H: 1.331 3.233 0.017
H: -0.429 3.544 0.211
H: 0.205 3.173 -1.526
H: 0.872 -0.323 0.355
H: 1.813 0.955 0.828
C: -0.649 -3.181 -0.002
O: -0.303 -2.135 0.825
H: -1.718 -3.465 0.210
H: 0.001 -3.989 -0.057
H: -0.564 -2.788 -0.976
H: -0.930 -1.330 0.661

Atomic partial charges in e from the Mulliken method, atoms 1 to 8: -0.85 0.67 -0.31 -0.65 0.33 0.24 0.22 0.21

---

Entry 11:
DFT (ωB97M-V/def2-TZVPD) results for one molecule with the formula C19H24N2O2.

Calculated values
**SMILES**: CCCCCCCOc1ccc(C(=O)Nc2cccnc2)cc1
**Total energy**: -27168.2310 eV
**LUMO**: 0.6 eV
**Frontier orbital gap**: 9.2 eV
**2S+1**: 1

Atoms and positions in Å:
C: -0.341 2.037 0.071
C: 0.751 2.911 -0.538
C: 1.880 2.096 -1.170
C: 2.797 1.431 -0.144
C: 3.845 0.561 -0.833
C: 4.841 -0.102 0.121
C: 4.196 -1.101 1.091
O: 3.462 -2.087 0.386
C: 2.112 -2.000 0.296
C: 1.532 -2.518 -0.866
C: 0.169 -2.480 -1.046
C: -0.662 -1.911 -0.081
C: -2.125 -1.872 -0.353
O: -2.683 -2.701 -1.038
N: -2.755 -0.797 0.222
C: -4.102 -0.452 0.175
C: -4.499 0.752 0.757
C: -5.835 1.105 0.730
C: -6.732 0.240 0.121
N: -6.364 -0.902 -0.433
C: -5.092 -1.246 -0.412
C: -0.091 -1.449 1.101
C: 1.276 -1.497 1.293
H: -0.750 1.371 -0.687
H: -1.146 2.659 0.459
H: 0.053 1.435 0.886
H: 1.164 3.569 0.230
H: 0.301 3.543 -1.307
H: 1.446 1.327 -1.813
H: 2.481 2.754 -1.802
H: 2.194 0.817 0.525
H: 3.292 2.200 0.454
H: 3.340 -0.214 -1.413
H: 4.409 1.179 -1.536
H: 5.356 0.657 0.713
H: 5.585 -0.634 -0.474
H: 4.980 -1.633 1.639
H: 3.573 -0.570 1.813
H: 2.181 -2.944 -1.615
H: -0.281 -2.874 -1.944
H: -2.165 -0.125 0.695
H: -3.765 1.396 1.223
H: -6.171 2.031 1.172
H: -7.788 0.467 0.072
H: -4.841 -2.186 -0.880
H: -0.713 -1.083 1.907
H: 1.681 -1.159 2.236

Atomic partial charges in e from the Mulliken method, atoms 1 to 8: -0.86 -0.81 -0.71 0.24 -0.72 -0.78 -0.57 -0.48

---

Entry 12:
DFT (ωB97M-V/def2-TZVPD) results for F6Li3N3O12S6 as an isolated structure in a non-equilibrium geometry.

Calculated values
**Total energy**: -110968.8500 eV
**LUMO**: -2.0 eV
**Frontier orbital gap**: 9.8 eV
**2S+1**: 1

Atoms and positions in Å:
Li: 0.096 -0.079 -0.290
Li: 0.170 -0.735 2.419
Li: 0.089 1.978 -1.420
N: -1.379 1.115 -0.516
S: -1.879 1.676 1.124
O: -1.283 0.971 2.185
O: -3.248 2.076 1.412
F: -1.112 3.091 1.089
S: -2.798 0.984 -1.197
O: -3.513 2.230 -1.492
O: -3.516 -0.153 -0.732
F: -2.298 0.498 -2.646
N: -0.307 -1.583 0.819
S: 0.813 -2.893 0.265
O: 0.609 -3.461 -1.054
O: 1.274 -3.754 1.347
F: 2.118 -1.959 0.142
S: -1.476 -2.596 0.721
O: -1.486 -3.577 1.817
O: -2.064 -2.949 -0.596
F: -2.503 -1.591 1.285
N: 1.704 1.000 -0.710
S: 2.469 1.683 0.556
O: 3.652 2.450 0.391
O: 2.010 1.272 1.889
F: 1.466 2.928 0.272
S: 2.957 0.598 -1.466
O: 3.869 -0.374 -0.940
O: 3.547 1.640 -2.322
F: 2.020 -0.487 -2.351

Atomic partial charges in e from the Mulliken method, atoms 1 to 8: 1.38 0.81 0.88 -0.37 1.09 -0.59 -0.50 -0.25

---

The energy above the lowest of the compared OMol25 structures with the same formula, charge and spin results, record by record, are as follows: 50.8 74.5 100.9 1.3 48.7 66.0 60.7 9.3 8.7 37.8 12.7 138.6 kcal per mole.